[1]
ORCA calculation (wB97M-V/def2-TZVPD) on a molecular structure, C43H45B2F4FeN5O5PS2Te at a distorted geometry.

Cartesian coordinates (Å):
Fe 0.269877 0.296011 0.226627
C 2.358166 0.023492 -3.709959
C 1.395399 0.004748 -2.571952
N 1.359299 0.906932 -1.663007
O 2.278198 1.860179 -1.781160
B 1.945096 3.117294 -1.031058
F 3.068027 3.889977 -1.012287
F 0.839989 3.725881 -1.628375
O 1.602337 2.765050 0.385079
N 0.416702 2.169663 0.482498
C -0.643125 2.845967 0.729322
C -0.636378 4.282007 1.102889
C -1.862504 2.028910 0.620164
N -1.604846 0.827075 0.261780
O -2.633282 -0.027821 0.127472
B -2.568632 -0.883085 -1.112376
F -3.658128 -1.720732 -1.059002
F -2.535965 -0.053212 -2.228750
O -1.349077 -1.753028 -1.105238
N -0.230862 -0.973718 -1.275141
C 0.328643 -0.999583 -2.419407
C -0.098376 -1.914716 -3.514765
C -3.241432 2.541712 0.831310
H 1.994828 0.676633 -4.506869
H 2.508452 -0.974762 -4.116826
H 3.309060 0.428546 -3.370837
H 0.385166 4.595363 1.299233
H -1.241990 4.427856 1.998481
H -1.044959 4.891453 0.294753
H -1.180891 -1.864784 -3.620260
H 0.159635 -2.944538 -3.260276
H 0.374263 -1.650554 -4.456680
H -3.232832 3.470618 1.396046
H -3.837326 1.792433 1.350080
H -3.714568 2.721447 -0.136738
C 1.485747 -9.357356 3.443067
C 1.077076 -7.992243 2.963779
C 0.191351 -7.840007 1.907649
C -0.183302 -6.592593 1.412780
C -1.129854 -6.568666 0.236496
C 0.349713 -5.464683 2.059012
Te -0.300443 -3.630292 1.147082
N 0.687673 -1.941590 1.113206
C 1.942359 -1.616854 0.865175
O 2.112239 -0.402021 0.513007
C 3.186339 -2.436702 0.983817
C 4.395915 -1.744065 1.073013
C 5.584253 -2.432542 1.247302
C 5.584588 -3.820833 1.310270
C 4.393150 -4.516898 1.176119
C 3.202052 -3.824514 1.013387
C -1.950074 -3.094199 2.330925
C -3.138924 -3.332910 1.644994
C -4.349321 -2.982730 2.217324
C -4.358142 -2.402133 3.474373
C -3.170694 -2.194767 4.157838
C -1.934543 -2.537388 3.611969
C -0.707609 -2.327237 4.443215
C 1.263390 -5.576958 3.113263
C 1.900296 -4.398822 3.795342
C 1.604750 -6.850894 3.551529
H 1.002481 -10.142832 2.864032
H 1.220888 -9.496607 4.492595
H 2.565728 -9.488885 3.359540
H -0.222342 -8.723866 1.434175
H -1.218914 -7.571730 -0.175639
H -0.799888 -5.905617 -0.562331
H -2.130320 -6.239271 0.528264
H 4.383254 -0.664099 1.006394
H 6.513106 -1.883845 1.332899
H 6.513214 -4.358865 1.452503
H 4.386479 -5.599662 1.193296
H 2.297537 -4.401450 0.885406
H -3.126297 -3.749271 0.644784
H -5.268012 -3.141978 1.669478
H -5.295566 -2.105400 3.927505
H -3.190416 -1.747879 5.145325
H -0.830060 -1.447495 5.073596
H 0.185322 -2.165658 3.847274
H -0.545361 -3.187256 5.098735
H 1.788689 -3.471726 3.237691
H 2.968193 -4.570076 3.931786
H 1.464199 -4.244811 4.783390
H 2.312127 -6.950500 4.369125
S 2.581812 2.515107 3.308749
P 1.237086 1.272242 3.935748
S -0.066230 0.323222 2.627580
C 0.136719 2.029591 5.180579
C -1.249603 2.041880 5.083311
C -2.013029 2.706042 6.037294
C -1.395677 3.356456 7.093618
C -0.009018 3.347282 7.196024
C 0.753197 2.694388 6.242343
C 2.004397 -0.135234 4.809783
C 1.646551 -0.560912 6.081849
C 2.272360 -1.667452 6.649455
C 3.244137 -2.358016 5.942639
C 3.601236 -1.937994 4.664132
C 2.988555 -0.829389 4.108817
H -1.730778 1.530023 4.259211
H -3.092588 2.716531 5.949629
H -1.990083 3.878106 7.833303
H 0.478280 3.860543 8.015287
H 1.834897 2.708588 6.304181
H 0.878529 -0.035711 6.636509
H 1.995233 -1.988421 7.646170
H 3.730409 -3.217988 6.387841
H 4.360977 -2.471202 4.102714
H 3.269346 -0.477521 3.124208

Atoms 1-3, force components in eV/Å:
Fe 0.9 0.9 0.8
C 0.0 0.0 0.0
C -0.1 0.0 0.0

E_HOMO (spin up / spin down): -0.2821 / -0.2828 hartree
multiplicity: 2
F_max: 0.0280 Eh/bohr
total energy: -147877.8460 eV
LUMO energy (spin up / spin down): -0.040 / -0.021 Eh
Kohn-Sham gap (spin up / spin down): 6.6 / 7.1 eV
⟨S²⟩: 0.8323
energy relative to the best compared isomer or geometry (same formula, charge and spin): 0.000 eV

=====

[2]
ORCA calculation (wB97M-V/def2-TZVPD) on 6 unconnected molecules or ions with the total composition C43H45BI2NO14 at a distorted geometry.

Cartesian coordinates (Å):
C -1.475696 2.402461 1.384424
C -2.411137 2.881921 0.276849
O -1.848499 2.718015 -1.006813
C -2.154919 3.736987 -1.939018
C -1.029141 4.718626 -2.116372
O 0.170697 4.045933 -2.379489
C 1.311834 4.691423 -1.820702
C 1.578607 4.154399 -0.404627
C 1.367193 2.649648 -0.434974
C 1.904423 1.741369 0.630475
C 1.551887 0.296722 0.362465
N 2.549836 2.131715 1.649666
O 0.581504 4.761022 0.399691
B 1.124080 6.038686 0.877095
I 1.233920 6.048925 3.146038
O 2.467313 6.130226 0.272738
C 2.839907 4.756550 0.203203
C 4.254425 4.498706 -0.299928
C 4.462616 4.056475 -1.738422
C 5.821798 3.449624 -2.065190
I 7.509799 4.414808 -1.189817
H -1.987549 1.710201 2.048577
H -0.623152 1.872930 0.970438
H -1.106118 3.234307 1.973709
H -2.641029 3.930540 0.466979
H -3.355050 2.333212 0.352128
H -2.425918 3.266838 -2.885955
H -3.022649 4.313837 -1.607728
H -1.283785 5.367351 -2.965027
H -0.954612 5.337973 -1.223509
H 2.136491 4.531176 -2.505492
H 1.134505 5.760304 -1.761833
H 1.686419 2.242541 -1.395802
H 0.285673 2.510347 -0.429826
H 2.208623 -0.087816 -0.414723
H 0.541313 0.269715 -0.040505
H 1.600309 -0.290595 1.272360
H 2.772835 1.333836 2.242581
H 0.439679 7.006275 0.581166
H 2.829457 4.388638 1.228408
H 4.825856 5.406621 -0.127189
H 4.682809 3.737305 0.352087
H 4.309608 4.899749 -2.410914
H 3.736917 3.297361 -2.022472
H 5.993778 3.500009 -3.133528
H 5.863300 2.403459 -1.785568
C 0.798051 -3.897171 -0.689507
C -0.187958 -4.596046 -0.132214
C -1.604361 -4.204849 -0.331041
O -2.510356 -4.839108 0.176724
C -1.887493 -3.013609 -1.170266
C -0.902104 -2.320772 -1.733042
C 0.517748 -2.714686 -1.538927
O 1.416969 -2.090850 -2.061830
H 1.837138 -4.157913 -0.557876
H -0.012680 -5.468597 0.480833
H -2.929790 -2.746650 -1.290993
H -1.079140 -1.445978 -2.346404
C -6.039784 2.920743 -1.222573
C -6.836824 3.975348 -1.370984
C -8.270825 3.918298 -0.992399
O -9.001093 4.875778 -1.131508
C -8.782677 2.638795 -0.437111
C -7.987393 1.584056 -0.288142
C -6.551612 1.640114 -0.669731
O -5.832048 0.675482 -0.535246
H -4.990504 2.942737 -1.490921
H -6.485175 4.918144 -1.770272
H -9.830818 2.622004 -0.166599
H -8.337607 0.641552 0.113134
C 1.048463 -0.088317 5.263673
C 1.350603 0.447758 6.441303
C 1.182928 1.904735 6.689825
O 1.461408 2.381250 7.770694
C 0.666028 2.734333 5.576107
C 0.361149 2.198463 4.396709
C 0.527598 0.745750 4.146659
O 0.253251 0.239348 3.078527
H 1.162895 -1.145362 5.057216
H 1.730373 -0.138009 7.269216
H 0.562176 3.794931 5.768041
H -0.005272 2.797452 3.571120
C 3.052831 -5.106177 -3.559424
C 3.692460 -4.706106 -4.653962
C 5.175425 -4.727476 -4.730231
O 5.760481 -4.369695 -5.728806
C 5.916810 -5.208178 -3.535298
C 5.276747 -5.607655 -2.440655
C 3.794039 -5.591651 -2.368531
O 3.207777 -5.958101 -1.371960
H 1.973277 -5.096958 -3.478798
H 3.174080 -4.346001 -5.533116
H 6.996457 -5.210697 -3.613203
H 5.794293 -5.960068 -1.557647
C -1.000518 -9.483734 1.752945
C -1.991108 -10.174210 2.308658
C -3.410849 -9.781037 2.108965
O -4.310318 -10.416106 2.616907
C -3.679364 -8.590490 1.266218
C -2.690686 -7.896487 0.707298
C -1.274493 -8.293202 0.907695
O -0.366630 -7.668209 0.399770
H 0.041177 -9.748379 1.883680
H -1.819278 -11.045914 2.927230
H -4.720263 -8.322207 1.138468
H -2.861770 -7.020774 0.095949

Atoms 1-3, force components in eV/Å:
C -0.2 -0.2 -0.1
C -0.1 0.2 0.7
O -0.1 -0.1 -0.2

E_HOMO: -0.1787 hartree
multiplicity: 1
F_max: 0.0421 Eh/bohr
total energy: -92351.1335 eV
LUMO energy: -0.015 Eh
Kohn-Sham gap: 4.5 eV
total charge: -1

=====

[3]
ORCA calculation (wB97M-V/def2-TZVPD) on 8 unconnected molecules or ions with the total composition C43H45BN8O16P2 at a distorted geometry.

Cartesian coordinates (Å):
O -4.350065 -2.826914 0.323314
N -3.743843 -1.764897 0.249897
O -3.905127 -0.845808 1.035449
C -2.788819 -1.550932 -0.845349
C -2.594471 -2.541889 -1.791238
C -1.721086 -2.295498 -2.840856
C -1.056813 -1.076591 -2.925949
C -1.254995 -0.100441 -1.956086
C -2.124962 -0.336872 -0.906810
H -3.117769 -3.482561 -1.727164
H -1.567436 -3.053196 -3.596999
H -0.387075 -0.882927 -3.753880
H -0.735908 0.843054 -2.020304
H -2.291183 0.421282 -0.153623
O -1.068464 3.267010 -1.465360
N -2.125759 3.134753 -2.070910
O -2.250448 2.516867 -3.116210
C -3.318644 3.766171 -1.497457
C -3.193476 4.498675 -0.329441
C -4.320602 5.105291 0.200166
C -5.547383 4.970960 -0.437044
C -5.653820 4.225250 -1.604400
C -4.533127 3.615817 -2.143994
H -2.236545 4.597941 0.161525
H -4.240688 5.683997 1.110004
H -6.424585 5.449785 -0.022024
H -6.610957 4.119878 -2.096383
H -4.607871 3.035436 -3.051885
O 3.708444 8.130005 -5.364050
N 4.176681 7.260938 -4.645007
O 5.366696 7.123206 -4.410039
C 3.240979 6.313722 -4.018735
C 1.888955 6.425593 -4.292434
C 1.014424 5.519786 -3.713876
C 1.493594 4.522495 -2.872799
C 2.853289 4.431825 -2.604236
C 3.737313 5.331038 -3.180166
H 1.521677 7.202579 -4.946384
H -0.045313 5.590598 -3.922207
H 0.803934 3.816234 -2.430375
H 3.227297 3.660589 -1.949573
H 4.795985 5.262656 -2.977061
O -6.032186 -5.329342 -4.182317
N -6.090265 -4.604641 -3.203446
O -5.203031 -3.845135 -2.844150
C -7.310479 -4.647642 -2.382874
C -8.331188 -5.512126 -2.737249
C -9.468010 -5.561275 -1.946515
C -9.570316 -4.751981 -0.822077
C -8.537232 -3.886560 -0.485868
C -7.395288 -3.830191 -1.268992
H -8.244483 -6.138738 -3.612609
H -10.273765 -6.234051 -2.206620
H -10.457893 -4.797504 -0.204392
H -8.618281 -3.256854 0.389758
H -6.584977 -3.164665 -1.008802
O 6.119743 -3.234859 -2.130823
N 5.030313 -2.691129 -2.022453
O 4.610940 -1.837004 -2.785735
C 4.182359 -3.079599 -0.890035
C 4.650481 -4.038949 -0.008876
C 3.857571 -4.400122 1.067067
C 2.616128 -3.805061 1.249258
C 2.160791 -2.846327 0.352629
C 2.947030 -2.472918 -0.726492
H 5.615889 -4.499607 -0.157437
H 4.210223 -5.144816 1.767765
H 2.001544 -4.079382 2.097847
H 1.199873 -2.380702 0.510304
H 2.601490 -1.723901 -1.424005
O 5.334974 0.337741 -0.474432
N 6.143103 0.882023 0.259195
O 5.861314 1.771109 1.052261
C 7.543631 0.444602 0.178851
C 7.877267 -0.528855 -0.743884
C 9.197247 -0.935903 -0.841604
C 10.160582 -0.366993 -0.018347
C 9.805513 0.606192 0.908335
C 8.487101 1.019820 1.011783
H 7.123068 -0.967680 -1.380334
H 9.472155 -1.694483 -1.561469
H 11.192702 -0.682251 -0.099420
H 10.557492 1.045611 1.549364
H 8.204713 1.777598 1.727491
O -0.003445 4.263105 3.227559
N 0.763465 4.817919 3.999063
O 0.438538 5.683865 4.795710
C 2.179088 4.417527 3.962546
C 2.585400 3.462453 3.047082
C 3.923665 3.102027 2.998953
C 4.829793 3.697078 3.866956
C 4.403512 4.647554 4.786566
C 3.068407 5.014938 4.838384
H 1.873410 3.005698 2.375718
H 4.262878 2.363886 2.282632
H 5.875086 3.418624 3.823926
H 5.112348 5.106693 5.462487
H 2.730306 5.755374 5.548021
C -5.627103 -3.473532 3.242340
P -4.715898 -4.224217 4.667205
O -4.731384 -5.887236 4.427469
P -2.564781 -3.786250 4.052949
B -0.700026 -3.632935 3.409368
N 0.338523 -4.440724 4.084931
O -0.345634 -2.855617 2.316191
H -4.910230 -2.971013 2.581458
H -6.345559 -2.732641 3.620612
H -6.206446 -4.228441 2.688302
H -5.430168 -6.150557 3.791453
H -2.579404 -5.117391 3.407497
H -3.022576 -2.580993 3.357505
H -2.188870 -3.640043 5.435614
H 0.133191 -4.485555 5.088514
H 0.193271 -5.408029 3.770842
H -0.863239 -3.169913 1.531941

Atoms 1-3, force components in eV/Å:
O 0.5 0.3 -0.3
N -0.4 0.2 0.3
O 0.0 -0.3 -0.2

E_HOMO: -0.2528 hartree
multiplicity: 1
F_max: 0.0364 Eh/bohr
total energy: -109235.6852 eV
LUMO energy: -0.032 Eh
Kohn-Sham gap: 6.0 eV
SMILES string: O=[N+]([O-])c1ccccc1.O=[N+]([O-])c1ccccc1.O=[N+]([O-])c1ccccc1.O=[N+]([O-])c1ccccc1.O=[N+]([O-])c1ccccc1.O=[N+]([O-])c1ccccc1.O=[N+]([O-])c1ccccc1.CP(O)[PH3]B(N)O

=====

[4]
ORCA calculation (wB97M-V/def2-TZVPD) on a molecular structure, C43H45BrMnN5O2SbSi at a distorted geometry.

Cartesian coordinates (Å):
Mn -0.087300 -0.190185 1.015939
C -2.590621 -1.300523 -0.566924
C -3.079111 -0.057406 0.100443
C -4.308605 0.512647 -0.179604
C -4.692154 1.615615 0.535775
C -3.899296 2.106058 1.564940
C -2.639754 1.550694 1.708372
N -2.202496 0.487655 0.945227
Sb -1.443386 2.375742 3.335146
C -0.807875 0.582610 4.262678
C -1.259635 0.158448 5.450033
C -0.600500 -0.892714 6.079070
C 0.553516 -1.402474 5.493177
C 0.872273 -0.964216 4.213409
C 2.023166 -1.510853 3.428288
N 0.188709 -0.028971 3.610032
C 0.529876 2.699032 2.602985
C 1.106567 3.849195 3.138219
C 2.430133 4.052079 2.841092
C 3.164396 3.213340 2.080963
C 2.523573 2.089200 1.507538
C 3.247453 1.218296 0.579572
N 1.215742 1.881652 1.777107
H -3.355599 -1.704010 -1.212212
H -1.734715 -1.209262 -1.211608
H -2.244450 -1.889628 0.246998
H -4.924066 0.062797 -0.919583
H -5.644037 2.121507 0.220468
H -4.213012 2.935592 2.196013
H -2.096624 0.681959 5.965588
H -0.869789 -1.199433 7.091862
H 1.142390 -2.149535 5.952357
H 1.563113 -1.846048 2.486885
H 2.784503 -0.747487 3.371449
H 2.452311 -2.291696 3.951535
H 0.628859 4.547168 3.802229
H 2.917915 4.957481 3.247600
H 4.212629 3.255802 1.909798
H 4.122919 1.770580 0.245180
H 3.656844 0.353342 1.129073
H 2.663194 0.873583 -0.290269
C 0.904378 -0.836369 -0.805958
Si 0.765489 -0.259619 -2.580600
C 0.998987 1.587257 -2.965562
N 0.956477 2.551302 -1.851690
C 1.611567 3.811434 -2.021764
C 1.275850 4.725663 -0.820814
C -0.217233 5.189887 -0.952835
C -1.020858 4.110033 -1.629202
C -0.433212 2.735958 -1.377211
C 2.011098 -1.091200 -3.743461
C 2.816279 -2.222166 -3.440153
C 3.608579 -2.823659 -4.418756
C 3.509274 -2.324630 -5.724830
C 2.588267 -1.321139 -6.086604
C 1.922623 -0.686064 -5.049634
C -0.841937 -0.912490 -3.399851
C -1.078912 -2.358667 -3.473336
C -2.260657 -2.837331 -3.962558
C -3.244717 -1.991784 -4.452389
C -2.994601 -0.605716 -4.443143
C -1.811947 -0.082565 -3.943194
H 2.004229 -0.969037 -0.531272
H 0.479501 -1.814507 -0.824342
H 0.240041 1.854788 -3.765837
H 1.965465 1.639561 -3.563103
H 1.349724 4.404282 -2.965802
H 2.690492 3.631022 -2.068477
H 1.852893 5.652541 -0.754667
H 1.273339 4.202988 0.131324
H -0.245474 6.112107 -1.562435
H -0.624064 5.407795 0.026327
H -1.182652 4.242313 -2.727210
H -2.097769 4.128937 -1.372883
H -1.105024 1.938412 -1.750764
H -0.482514 2.594830 -0.278654
H 2.945418 -2.595505 -2.375068
H 4.285938 -3.623607 -4.170890
H 4.116501 -2.876436 -6.470194
H 2.405694 -0.980254 -7.124246
H 1.182120 0.083371 -5.387439
H -0.308002 -3.019838 -3.191493
H -2.423639 -3.876593 -3.915481
H -4.170236 -2.289779 -4.872143
H -3.779462 0.086994 -4.708370
H -1.575092 0.971297 -3.927159
Br 1.238600 -7.334074 2.018433
C 0.188051 -6.007229 2.959007
C -0.466293 -6.284619 4.181312
N -1.291220 -5.481649 4.799618
C -1.520185 -4.301609 4.247322
C -0.920810 -3.905889 3.080308
C -0.095846 -4.767583 2.368286
C -1.302452 -2.493429 2.546451
O -2.347086 -1.991546 2.977767
O -0.508187 -2.013933 1.657746
H -0.379171 -7.314682 4.460152
H -2.133926 -3.566973 4.812282
H 0.369249 -4.368232 1.478297

Atoms 1-3, force components in eV/Å:
Mn 0.5 1.0 -0.2
C -0.7 0.6 -0.3
C 1.4 -0.3 -0.8

E_HOMO (spin up / spin down): -0.2714 / -0.2913 hartree
multiplicity: 6
F_max: 0.0661 Eh/bohr
total energy: -172644.2082 eV
LUMO energy (spin up / spin down): 0.000 / -0.002 Eh
Kohn-Sham gap (spin up / spin down): 7.4 / 7.9 eV
⟨S²⟩: 8.7558